[1]
A 6-piece molecular cluster, C27H54BIO12S overall. Source: the Open Molecules 2025 dataset; level of theory: ωB97M-V/def2-TZVPD.

The total energy comes out at -2684.5504 Ha. The SMILES is CCCC[C@@]1(CB(O)O)OS(=O)(=O)O[C@]1(O)I.C1CCOC1.C1CCOC1.C1CCOC1.C1CCOC1.C1CCOC1. Its HOMO-LUMO gap is 8.46 eV. The largest force on an atom comes out at 8.827 eV/A. The calculation puts the LUMO energy at -0.51 eV. Its net charge is 0.

Structure (XYZ):
```
96
Properties=species:S:1:pos:R:3:mulliken_charge:R:1
H -0.8398 -3.0868 -5.6990 0.27
C 6.5307 -0.6396 -0.9715 -0.96
C 3.6978 -7.4261 -1.9809 -0.58
O 5.4725 -5.9815 -2.5891 -0.44
H -1.8761 3.0457 2.4540 -0.47
H -6.5322 -0.8943 7.8997 0.32
H 3.9743 -4.6232 -2.2349 -0.10
H -0.3371 -4.9863 -3.7983 0.09
C -6.3241 1.2798 8.0440 -0.57
H -0.8648 7.2693 -2.2322 0.33
C -3.4523 -3.8638 -4.1064 -0.45
C -2.4754 -4.7676 -3.3865 -0.62
H -3.9297 -0.7603 7.0698 0.32
C -2.2610 6.5742 -0.7022 -0.51
H -3.0644 5.1558 2.6222 0.23
H 3.2322 -6.9700 -4.0222 0.29
C -0.6267 5.5622 0.6119 -0.06
C 1.7180 1.8985 -0.7173 -0.48
H -4.4145 -4.3499 -4.2922 0.31
O 2.6068 2.4822 0.3412 -0.30
C 5.1993 -7.3127 -2.1303 -0.52
H 4.4624 -1.5527 -1.6965 -0.22
H 4.5644 0.1174 -4.0122 0.31
C 3.2026 -6.4783 -3.0425 -0.20
H -2.5804 -4.7293 -2.2992 0.33
C -5.7723 -0.1224 8.0458 -0.53
H 1.2530 2.7837 -2.5292 0.36
S 3.4040 1.1291 1.0041 1.14
H -5.2622 -0.3189 8.9962 0.24
O 2.1544 -2.5863 -2.7763 -0.35
H 3.3333 -8.4496 -2.1003 0.35
H 5.8926 -1.6350 -2.9214 0.39
C 3.9016 1.4286 -2.1353 -0.53
H 3.3926 -7.0665 -0.9912 0.26
H -2.7118 5.9181 -1.4547 0.27
O 2.9798 -0.0987 -0.1153 -0.33
H -5.3504 3.0245 7.1700 0.23
H -0.6657 8.0141 -0.6343 0.30
C -0.9098 7.0813 -1.1565 -0.66
C -3.4944 4.2826 3.1193 -0.41
O 0.0324 -1.9465 -1.3699 -0.58
C -4.5653 3.6015 2.2953 -0.37
C -5.1008 2.1009 7.6996 -0.32
H -4.3291 3.6398 1.2267 0.22
C 1.6137 0.0135 -2.4376 -0.82
H -0.4469 4.5091 0.8469 -0.13
H -2.9450 1.0354 3.1643 0.30
H 1.0510 6.2986 -0.5790 0.41
C 2.6629 0.6772 -1.3604 1.29
H -6.7814 1.5735 8.9922 0.34
H -5.5554 4.0401 2.4498 0.27
H 5.9302 1.0497 -3.1057 0.37
O -4.2677 1.2783 6.8710 -0.37
H -3.6299 -2.9415 -3.5432 0.23
H -4.5291 2.3569 8.5983 0.26
C 0.0114 5.9819 -0.6944 -0.13
O -2.0360 5.7936 0.4799 -0.33
H -3.7480 1.8440 4.5288 -0.12
H 0.5836 0.6070 -2.4466 0.33
H -2.9611 7.3846 -0.4813 0.31
C -1.1479 -4.2587 -3.8859 0.46
H 2.0371 0.1209 -3.5463 0.13
H -1.8591 3.3172 4.2072 0.37
I 0.0893 1.0865 0.5601 0.23
H -2.6195 -5.8056 -3.7087 0.30
H -0.0167 5.1502 -1.4081 -0.05
O 3.0892 0.6608 2.4448 -0.59
H -5.2308 -0.2865 5.9550 0.26
H -0.8626 -3.3579 -3.3295 -0.23
H 4.5415 2.1416 -1.4561 0.44
H -7.0771 1.3814 7.2535 0.27
O 1.4127 3.0632 -1.5628 -0.51
C -3.4188 1.9652 3.4910 -0.08
H -0.6274 -1.1853 -1.5282 0.29
H 4.3653 -4.8725 -3.9511 0.26
B 1.2401 -1.5634 -2.1598 0.38
C -2.5087 3.1647 3.3417 0.20
C -4.7625 -0.0670 6.9203 -0.43
H 6.3621 -1.3141 -0.0019 0.23
H -1.3508 -4.7659 -5.9813 0.30
C 4.2359 -5.3743 -2.9882 0.03
H -3.9115 4.6058 4.0804 0.30
H 6.6519 0.4984 -0.7196 0.23
H 5.5776 -8.0105 -2.8849 0.28
H -0.2644 6.1730 1.4456 0.22
O -4.5810 2.2230 2.6910 -0.46
H 5.7290 -7.4942 -1.1906 0.29
C 5.3544 -0.9274 -2.1247 0.23
H 3.4064 2.1298 -2.9648 0.19
O -2.8443 -3.5042 -5.3547 -0.41
H 7.5832 -0.9918 -1.4112 0.32
O 4.9415 1.4717 1.1042 -0.55
C -1.4660 -3.8996 -5.3208 -0.50
H 2.1851 -6.1185 -2.8706 0.08
C 4.9243 0.4297 -2.9371 -0.94
H 2.6055 -3.0303 -1.9927 0.23
```



[2]
C6H7NO2 in the gas phase. Source: the Open Molecules 2025 dataset; level of theory: ωB97M-V/def2-TZVPD.

The total energy comes out at -437.9586 Ha. The calculation puts the energy above the lowest of the compared OMol25 structures with the same formula, charge and spin at 2.972 eV. The SMILES is CC(=O)Nc1ccco1. Its HOMO-LUMO gap is 9.66 eV. The largest force on an atom comes out at 12.148 eV/A. The calculation puts the LUMO energy at 0.70 eV. Its net charge is 0.

Structure (XYZ):
```
16
Properties=species:S:1:pos:R:3:nbo_charge:R:1
C -1.6812 1.0200 0.4519 -0.29
C -0.7487 0.1788 -0.0955 0.41
O 1.4657 -0.7898 1.4228 -0.60
N 0.6155 0.3518 -0.3971 -0.67
H 3.6821 -0.3304 0.3575 0.20
H -3.1309 -1.8093 -0.3106 0.20
H -3.9679 0.7459 0.7189 0.24
O -1.2553 -1.0647 -0.3986 -0.40
H 2.9667 -0.6953 -1.1056 0.23
C -2.8683 0.1759 0.5188 -0.30
H 0.8206 0.5045 -1.4869 0.40
C -2.5469 -0.9928 -0.0644 0.09
C 3.0722 -0.0633 -0.2485 -0.65
H -1.3044 1.8731 0.6583 0.22
C 1.6918 -0.2127 0.3217 0.69
H 3.1890 1.1084 -0.3427 0.23
```



[3]
C12H48Al2O16P as an isolated structure. Source: the Open Molecules 2025 dataset; level of theory: ωB97M-V/def2-TZVPD.

The total energy comes out at -2514.3985 Ha. The calculation puts the energy above the lowest of the compared OMol25 structures with the same formula, charge and spin at 7.146 eV. Its HOMO-LUMO gap is 1.31 eV. The largest force on an atom comes out at 2.439 eV/A. The calculation puts the LUMO energy at -13.91 eV. Its net charge is +3.

Structure (XYZ):
```
79
Properties=species:S:1:pos:R:3:mulliken_charge:R:1
H -1.1820 -5.1302 -9.3411 0.22
O -2.3189 5.6070 -0.1745 -0.41
O 5.9988 -4.6950 0.0542 -0.44
H 0.1590 1.0753 -5.4713 0.33
H -5.8747 2.4477 -2.6157 0.26
C 5.4793 -1.1370 -5.2462 -0.50
C 8.0145 1.1432 3.5734 -0.47
H -9.2517 -3.6326 1.8065 0.25
H 6.3450 0.4814 2.6705 0.30
O 4.4846 -2.1463 -5.1408 -0.41
H -8.9087 -1.9659 2.1033 0.26
O -0.4345 0.1845 0.3577 -0.30
H 4.2489 4.2741 0.7445 0.25
H 5.0471 -0.1865 -5.5591 0.26
H 1.4960 4.7125 4.4433 0.25
H -6.6667 -2.4688 2.2931 0.31
O -0.2052 -2.2804 0.5619 -0.34
C 0.2552 2.8935 -5.9310 -0.46
O 6.8168 0.3451 3.4953 -0.45
C -6.2281 1.5471 -2.1136 -0.49
Al 2.1247 -3.3919 5.1923 1.00
H 0.3874 -5.6206 -9.6706 0.26
H 5.8411 -0.9130 -4.2427 0.25
H 7.7982 2.1848 3.3363 0.24
H 6.3027 -1.3182 -5.9371 0.27
H -2.1764 4.7355 0.2020 0.31
H -4.3024 3.1611 4.8757 0.24
H 7.8805 -3.9912 0.2486 0.25
P 0.3813 -1.0459 -0.1653 0.90
C 7.3143 -4.6782 -0.3804 -0.48
H -5.8169 2.5948 4.0546 0.25
H -4.2385 -5.2165 7.6068 0.23
H -0.7767 3.2061 -5.7710 0.25
H 0.6580 -4.0737 -7.5549 0.32
H -7.0304 1.1540 -2.7379 0.22
O -4.3221 1.1632 4.3003 -0.45
H 5.6344 -3.8288 -0.1423 0.32
O 1.8265 -1.0332 0.3594 -0.33
H 3.8103 -1.7967 -4.5536 0.32
O -7.1806 -3.1014 1.7858 -0.46
H 1.0040 4.3741 6.0777 0.26
H -3.6939 1.4208 3.6216 0.31
H 7.8036 -5.6401 -0.2277 0.23
O 1.2941 2.6351 4.8166 -0.46
C -4.4794 -5.1014 6.5500 -0.50
O -3.3666 -5.3717 5.7327 -0.48
H -6.5678 1.8178 -1.1139 0.24
C -2.9095 6.3756 0.8742 -0.48
H -8.6318 -3.1734 3.3298 0.26
H 8.4127 1.0808 4.5861 0.22
H 3.2988 4.6769 -0.7340 0.23
C -5.0021 2.3378 4.7315 -0.50
C -0.1538 -4.7906 -9.2163 -0.47
Al -3.4577 -5.0106 -2.7372 1.00
O -5.1913 0.5350 -2.0473 -0.46
H 4.2851 2.5694 -0.6003 0.31
C 4.2893 4.4762 -0.3258 -0.45
C 1.5858 3.9792 5.2448 -0.55
H 0.6579 3.5453 -6.7062 0.25
H -4.8051 -4.0703 6.4129 0.20
H 2.6206 4.0251 5.5841 0.24
H 0.8757 2.9633 -5.0376 0.23
H -5.4249 2.1775 5.7232 0.23
H -4.4000 0.9237 -1.6673 0.30
O 4.8831 3.2851 -0.8278 -0.42
H 5.0086 5.2818 -0.4733 0.24
O -0.0412 -4.6859 -7.7956 -0.44
O 0.2466 -1.3729 -1.6110 -0.42
H 8.8048 0.7270 2.9486 0.25
H -3.6527 -6.0659 5.1346 0.33
O 0.2012 1.5181 -6.3221 -0.40
H 0.8233 2.7403 3.9866 0.32
C -8.5175 -2.9703 2.2651 -0.54
H -5.2528 -5.8332 6.3167 0.27
H -3.9431 6.0632 1.0230 0.27
H -3.0183 7.4158 0.5672 0.25
H 7.3591 -4.4661 -1.4486 0.24
H 0.0770 -3.8899 -9.7851 0.27
H -2.4113 6.2382 1.8339 0.24
```



[4]
C5H7N in the gas phase. Source: the Open Molecules 2025 dataset; level of theory: ωB97M-V/def2-TZVPD.

The total energy comes out at -249.3683 Ha. The calculation puts the energy above the lowest of the compared OMol25 structures with the same formula, charge and spin at 2.856 eV. The SMILES is [H]/N=C\C(=C)C=C. Its HOMO-LUMO gap is 10.05 eV. The largest force on an atom comes out at 4.630 eV/A. The calculation puts the LUMO energy at 0.59 eV. Its net charge is 0.

Structure (XYZ):
```
13
Properties=species:S:1:pos:R:3:nbo_charge:R:1
C -0.0795 1.3518 -1.3476 -0.38
H -2.2043 -0.6286 1.3937 0.21
H -1.5051 -0.1593 -1.1484 0.20
H -0.8180 -1.0158 2.5484 0.21
H -0.5367 1.7454 -2.2377 0.21
H 1.4791 -1.2923 -1.1163 0.33
C -0.5796 0.2616 -0.7638 -0.21
C -1.1438 -0.6370 1.5939 -0.36
C 1.1659 -0.3327 0.5403 0.10
C -0.2741 -0.4327 0.6261 -0.10
H 1.6453 0.1831 1.3779 0.18
N 1.9618 -0.7947 -0.3563 -0.58
H 0.8891 1.7513 -1.1101 0.20
```



[5]
C10H21CuO6 as an isolated structure. Source: the Open Molecules 2025 dataset; level of theory: ωB97M-V/def2-TZVPD.

The total energy comes out at -2485.3476 Ha. The calculation puts the energy above the lowest of the compared OMol25 structures with the same formula, charge and spin at 0.000 eV. As for the spin multiplicity: 2. Its HOMO-LUMO gap (alpha / beta) is 5.57 / 5.52 eV. The largest force on an atom comes out at 4.902 eV/A. The calculation puts the LUMO energy (alpha / beta) at 2.17 / 2.17 eV. Its net charge is -1.

Structure (XYZ):
```
38
Properties=species:S:1:pos:R:3:mulliken_spin:R:1
C 16.1642 26.2565 -21.1278 0.00
O 15.1368 30.9873 -22.4542 0.00
O 16.1033 25.1732 -20.3807 0.00
H 15.5326 27.6466 -27.4034 0.00
C 13.7232 25.7875 -25.2918 0.00
H 16.1129 29.9535 -20.9028 0.00
H 16.7643 32.3178 -19.8077 0.00
H 19.2114 25.6778 -19.6160 0.00
H 16.2510 33.0226 -21.2031 0.00
H 14.9176 30.8542 -20.3775 0.00
O 17.3710 26.3310 -21.5777 0.00
O 12.8271 27.9166 -24.3913 0.03
H 16.1334 28.5875 -24.8910 0.04
C 17.0618 24.2255 -20.7266 0.00
H 17.4756 31.7428 -21.4020 0.00
H 20.1123 24.5628 -20.5915 0.00
C 16.5874 32.0482 -20.8489 0.00
O 14.7407 29.9327 -25.5113 0.89
C 16.1230 28.5171 -27.1175 -0.02
H 13.0989 26.1516 -23.2855 0.00
H 13.1722 25.5864 -26.2105 0.00
H 11.8114 26.2556 -24.2853 0.00
H 18.3250 24.4652 -22.3204 0.00
O 15.3518 27.1078 -21.3932 0.00
H 14.1840 24.8298 -25.0495 0.00
C 12.8656 26.5328 -24.2797 0.00
H 16.6594 23.4989 -21.4324 0.00
H 16.0683 29.2931 -27.8811 0.00
H 16.7972 29.9338 -25.6480 0.07
C 18.1396 25.0522 -21.4208 0.00
C 15.9450 29.2590 -25.7286 -0.01
H 17.1176 28.0869 -27.2354 0.00
H 17.3322 23.7045 -19.8082 0.00
H 14.5860 26.4317 -25.4610 0.00
C 15.6873 30.9271 -21.1459 0.00
Cu 14.2979 28.8037 -22.6663 0.00
H 20.0022 26.1596 -21.0966 0.00
C 19.3899 25.3771 -20.6484 0.00
```



[6]
C3H7BeO2 as an isolated structure. Source: the Open Molecules 2025 dataset; level of theory: ωB97M-V/def2-TZVPD.

The total energy comes out at -283.6197 Ha. The calculation puts the energy above the lowest of the compared OMol25 structures with the same formula, charge and spin at 0.000 eV. As for the spin multiplicity: 2. Its HOMO-LUMO gap (alpha / beta) is 9.94 / 7.86 eV. The largest force on an atom comes out at 5.019 eV/A. The calculation puts the LUMO energy (alpha / beta) at 0.59 / -1.58 eV. Its net charge is 0.

Structure (XYZ):
```
13
Properties=species:S:1:pos:R:3:mulliken_spin:R:1
H 0.1813 -1.9795 -1.0762 0.03
C 0.3157 1.7907 0.0730 0.00
O 0.1426 -0.5564 0.4629 0.05
H 0.6959 0.2166 -1.4310 0.00
C 0.8411 0.4474 -0.3645 0.01
Be -0.8712 0.6598 0.9091 0.02
H -1.8713 -1.1965 0.2980 -0.08
C -0.1961 -1.7986 -0.0641 0.77
O -2.1953 0.0060 0.7978 0.16
H 1.8976 0.2522 -0.1247 0.00
H 1.0608 2.3562 0.6498 0.00
H 0.0037 -2.6004 0.6520 0.02
H -0.0047 2.4024 -0.7821 0.00
```



- Which formula does entry 6 have?
  C3H7BeO2